Computed, not measured: an isolated ion of composition C4H6N3 and charge +1 in a non-equilibrium geometry, with the ωB97M-V functional and the def2-TZVPD basis.

Properties
Energy relative to the best compared isomer or geometry (same formula, charge and spin)   179.4 kcal per mole
Largest force on an atom   4.24 eV/A
Charge   +1
E_tot   -8700.7259 eV
LUMO level (alpha / beta)   -5.365 / -5.477 eV
M   96.11 Da
HOMO-LUMO gap (alpha / beta)   8.4 / 7.7 eV

Last column: Löwdin charge in e.
Atoms and positions in Å:
N: 0.83296 -0.65830 -0.20274  -0.068
H: -1.34583 1.85129 0.19765  0.158
C: 0.00921 -1.59401 -0.40720  0.257
H: -3.76784 -0.30569 -0.18327  0.145
N: -1.75539 -0.19601 -0.11052  -0.102
C: 0.41724 0.72752 -0.57340  -0.134
C: 1.43984 0.40091 0.48759  -0.012
H: 1.01708 0.96386 -1.51990  0.191
C: -1.03702 0.87431 -0.22917  -0.021
H: 2.47189 0.79824 0.42541  0.147
H: -0.02208 -2.63727 -0.22245  0.095
H: 1.08200 0.32450 1.58909  0.180
N: -2.84743 -0.55729 0.23457  0.165